Below is a cluster of 4 separate species, C28H31BrO17S in total in a non-equilibrium geometry, with properties calculated with the ωB97M-V functional and the def2-TZVPD basis.

Each line ends with the Mulliken charge.
Geometry (Å):
C 2.492779 2.629579 3.476358  -0.74
O 2.951378 1.763291 4.519139  -0.38
C 3.300677 0.488525 4.018499  -0.51
C 2.056682 -0.445389 4.015273  -0.37
C 1.870366 -1.003994 5.440273  -1.09
C 2.700293 -2.300430 5.711992  -0.56
C 3.729143 -2.056216 6.851438  -0.91
C 5.157434 -2.588873 6.583452  -0.71
C 5.698273 -2.335827 5.173200  -0.18
O 6.086641 -3.640302 4.636817  -0.36
S 6.266036 -3.575154 3.026987  0.57
O 5.197012 -4.365729 2.499695  -0.54
O 7.669252 -4.454109 2.936507  -0.25
C 7.859100 -5.056450 1.673221  -0.48
C 9.169651 -4.510539 1.072829  0.44
O 9.602006 -3.477745 1.271105  -0.35
Br 10.138902 -5.750901 -0.099585  -0.21
H 3.372030 3.067776 2.989034  0.26
H 1.915280 2.056516 2.738147  0.28
H 1.831709 3.356912 3.918450  0.39
H 3.746914 0.544872 3.018678  0.28
H 3.988744 0.078756 4.763037  0.23
H 1.209333 0.213680 3.800399  0.25
H 2.124977 -1.236595 3.265792  0.44
H 2.100161 -0.196829 6.137872  0.46
H 0.817537 -1.262814 5.588774  0.38
H 3.141065 -2.700695 4.797216  0.42
H 1.988946 -3.049426 6.061883  0.45
H 3.805260 -1.014772 7.166786  0.44
H 3.362938 -2.604446 7.724426  0.39
H 5.849056 -2.095984 7.273095  0.23
H 5.240359 -3.651725 6.810645  0.38
H 6.609317 -1.731649 5.165884  0.39
H 4.985263 -1.831604 4.517583  0.19
H 7.072873 -4.846694 0.943372  0.39
H 8.017421 -6.125159 1.813105  0.39
C -0.640950 6.014648 -0.288477  -1.06
C 0.049666 5.914810 0.852928  0.34
C -0.049248 4.703091 1.729962  0.98
O 0.620695 4.664057 2.748334  -0.62
C -0.944243 3.631991 1.324290  -0.80
C -1.642653 3.727956 0.182277  0.31
C -1.522437 4.931735 -0.710444  0.99
O -2.161097 4.962484 -1.744784  -0.58
O -2.470237 2.773405 -0.220942  -0.55
O 0.864975 6.879766 1.278261  -0.58
H -0.575032 6.882641 -0.929329  0.43
H -1.018743 2.771714 1.974728  0.51
H -2.862656 3.073454 -1.078470  0.35
H 1.240663 6.559358 2.121836  0.35
C -2.719498 2.294776 -4.538904  -1.05
C -2.424069 1.651715 -5.675627  0.52
C -2.712614 0.188925 -5.849211  0.71
O -2.441860 -0.337244 -6.914107  -0.65
C -3.305029 -0.535086 -4.732035  -0.81
C -3.595469 0.109870 -3.595158  0.53
C -3.331464 1.575774 -3.434142  0.93
O -3.635350 2.111023 -2.380733  -0.75
O -4.133048 -0.509675 -2.545723  -0.58
O -1.863478 2.265461 -6.713176  -0.57
H -2.519829 3.348722 -4.399855  0.53
H -3.491314 -1.588809 -4.860561  0.41
H -4.244549 0.173495 -1.855953  0.36
H -1.757594 1.582785 -7.404976  0.35
C -7.859377 0.086560 -7.437995  -0.89
C -6.689681 -0.377238 -6.982090  0.36
C -6.598274 -1.657699 -6.206025  1.05
O -5.507041 -2.043032 -5.824788  -0.56
C -7.831747 -2.384704 -5.936285  -1.05
C -9.002071 -1.919949 -6.390322  0.30
C -9.090052 -0.652558 -7.186137  1.00
O -10.179677 -0.289640 -7.587213  -0.61
O -10.152838 -2.550287 -6.164724  -0.57
O -5.541427 0.263667 -7.192061  -0.50
H -7.936166 1.006716 -7.999911  0.44
H -7.756555 -3.297470 -5.362275  0.43
H -10.842939 -2.010534 -6.598603  0.36
H -4.850495 -0.286526 -6.772964  0.23

Forces on the atoms, in the same order (eV/Å):
0.3 -0.8 0.4
-0.1 0.1 -0.4
-0.6 -0.7 0.3
0.3 0.8 0.7
-0.4 -0.8 -0.9
-0.3 1.1 0.9
0.4 -1.1 -0.1
0.1 0.6 0.0
0.6 -0.1 0.3
0.4 0.0 -0.7
0.2 1.1 0.6
-0.4 -0.7 -0.6
-0.8 0.0 0.3
1.3 -0.4 -0.3
-1.7 -3.1 -0.3
1.6 3.8 0.7
-0.2 -0.3 -0.1
-0.3 0.2 -0.1
0.0 0.2 0.0
0.2 0.2 0.0
0.2 0.1 0.2
0.4 0.1 -0.4
0.0 -0.3 -0.3
0.0 0.0 0.0
0.0 -0.1 0.1
0.0 0.2 0.0
0.1 0.1 0.0
0.2 -0.2 -0.1
-0.2 0.1 -0.3
0.1 0.2 0.1
-0.1 -0.1 0.1
-0.1 0.0 -0.2
-0.1 0.1 0.2
-0.1 -0.3 0.0
-0.1 -0.2 0.1
-0.4 0.0 -0.1
-0.2 -0.1 -0.2
0.1 0.4 -0.3
-0.3 -0.6 0.1
-0.1 0.6 -0.2
0.2 0.2 0.2
-0.1 -0.5 0.3
0.2 0.5 -0.1
-0.1 -0.2 0.1
0.2 0.8 -0.2
0.0 -0.4 0.3
0.0 0.0 0.0
0.0 0.0 0.0
0.0 -0.3 0.2
0.0 0.0 0.0
-0.1 0.1 0.3
0.1 0.5 0.0
0.0 -0.5 0.4
0.0 0.3 -0.1
0.3 0.1 -0.2
-0.2 -0.5 0.0
0.3 0.6 -0.4
-0.3 -0.5 -0.1
0.1 0.5 0.0
-0.1 -0.5 -0.1
0.0 0.0 0.0
0.0 0.0 0.0
0.0 -0.1 0.0
0.0 0.1 0.0
-0.2 0.0 0.0
0.0 0.4 -0.3
-0.3 -0.6 0.3
-0.1 0.3 -0.3
0.3 0.0 0.0
0.0 -0.5 0.3
0.3 0.5 -0.2
-0.1 -0.3 0.2
0.0 0.4 -0.3
0.1 -0.4 0.3
0.0 0.0 0.0
0.0 0.0 0.0
0.0 -0.1 0.0
0.0 0.0 -0.2

As for the total charge: 0. The value obtained for the energy is -145220.0581 eV. The spin multiplicity is 1. The calculation puts the energy relative to the best compared isomer or geometry (same formula, charge and spin) at 0.888 eV.

---

Below is a structure of composition C28H31CaClFN7O2 in a non-equilibrium geometry, with properties calculated with the ωB97M-V functional and the def2-TZVPD basis.

Each line ends with the Mulliken charge.
Geometry (Å):
Ca 0.402051 0.345425 -1.441562  1.73
C 0.654795 2.701397 2.074016  -1.23
C -0.198400 3.531106 1.103149  1.22
C -0.104935 4.902871 1.100549  -1.04
C -1.054644 5.651474 0.478263  -0.86
C -2.057748 5.078086 -0.307313  -0.66
C -2.140995 3.716083 -0.401600  1.84
C -3.232425 3.160542 -1.288623  -1.96
C -1.212980 2.906965 0.281280  -0.54
N -1.271260 1.472703 0.181546  0.64
C -2.265631 0.818717 0.597341  0.23
C -3.377201 1.288327 1.442698  -2.12
C -2.306160 -0.691972 0.198912  0.49
C -3.677216 -1.348891 0.304781  -1.72
N -1.190284 -1.209692 -0.095820  0.78
C -1.097538 -2.651735 -0.210375  -0.58
C -1.021212 -3.339166 1.017004  1.61
C -0.986527 -2.584178 2.244975  -1.45
C -0.669167 -4.675894 1.039059  -0.53
C -0.508692 -5.453632 -0.074227  -1.28
C -0.546689 -4.729555 -1.279315  -0.41
C -0.814651 -3.334181 -1.413654  0.79
C -0.558295 -2.723629 -2.712747  -1.67
H 1.242636 3.411191 2.664377  0.46
H 1.299251 2.063926 1.538729  0.15
H -0.021008 2.168029 2.788420  0.25
H 0.700596 5.377905 1.723041  0.29
H -1.051205 6.723546 0.499174  0.43
H -2.754221 5.651892 -0.887480  0.48
H -4.202406 3.161247 -0.785917  0.31
H -2.983311 2.152056 -1.600093  0.24
H -3.324777 3.778544 -2.203776  0.54
H -3.107940 2.256711 1.728153  0.51
H -3.658266 0.676732 2.254075  0.53
H -4.218334 1.412901 0.756458  0.37
H -4.128855 -1.261092 1.334113  0.33
H -3.696975 -2.431518 0.050460  0.33
H -4.291826 -0.841741 -0.355138  0.54
H -1.961304 -2.186365 2.597169  0.20
H -0.293993 -1.701989 2.251436  0.16
H -0.670280 -3.209072 3.080292  0.49
H -0.483713 -5.085943 2.051647  0.26
H -0.381135 -6.487285 -0.045694  0.57
H -0.506003 -5.296044 -2.233210  0.35
H -1.081058 -3.231476 -3.589236  0.43
H 0.546415 -2.741029 -2.939732  0.07
H -0.820676 -1.668516 -2.725646  0.48
N 2.888902 5.728782 -1.842763  -0.75
N 2.656703 4.337047 -1.764269  1.07
N 3.682311 3.527692 -1.605556  -0.83
C 3.067992 2.411287 -1.554058  -0.31
N 1.758557 2.482184 -1.769050  -0.02
N 1.517510 3.771405 -1.905225  -0.69
H 1.995486 6.174847 -1.501592  0.31
H 3.045650 5.916043 -2.809304  0.27
H 3.433697 1.410407 -1.394549  0.63
F -1.143973 0.526252 -2.955489  -0.93
Cl 4.142493 -6.032934 2.273383  -0.25
C 3.925446 -4.504895 1.433169  0.30
C 3.883205 -3.285821 2.120139  -0.48
C 3.444349 -2.148542 1.471180  -0.31
C 2.971761 -2.269985 0.164312  0.30
C 3.099215 -3.471952 -0.512127  -0.19
C 3.586806 -4.570037 0.127544  -0.76
C 2.480095 -1.027481 -0.533005  0.56
O 2.099271 -1.118684 -1.738442  -0.89
O 2.357594 0.016107 0.159696  -0.68
H 4.252323 -3.204191 3.168705  0.35
H 3.493171 -1.178120 2.020536  0.31
H 2.797583 -3.486705 -1.534950  0.47
H 3.648059 -5.526454 -0.308209  0.48

Forces on the atoms, in the same order (eV/Å):
-1.1 0.6 -0.5
-1.6 1.5 0.3
-0.9 -1.9 -0.4
1.1 0.2 1.5
-1.2 1.0 -1.6
1.1 0.3 0.9
-0.2 -1.3 -0.5
0.3 0.1 -0.4
0.7 0.7 1.4
0.4 1.1 -0.4
0.3 -2.4 -0.4
-0.3 0.6 -1.9
-0.3 0.9 1.0
1.3 -1.7 1.9
-0.3 -1.0 -0.7
0.5 -0.2 -0.4
0.8 -0.2 -1.9
-0.2 1.7 2.8
-0.1 -0.4 2.2
-0.4 2.8 -1.7
-1.0 -0.6 -0.8
0.5 -1.7 2.2
0.6 0.5 -2.2
0.1 -0.2 -0.1
0.8 -1.2 -0.4
0.7 0.1 -0.7
-0.9 -0.4 -0.7
0.3 0.4 0.2
-0.2 0.5 0.1
0.0 0.0 0.0
-0.1 -0.2 -0.2
0.0 -0.3 0.5
0.1 1.6 1.0
-0.1 -0.8 0.8
-0.4 -0.1 0.2
0.6 0.0 -1.0
0.3 0.8 0.1
-1.5 1.0 -1.4
0.2 -0.1 -0.4
-0.5 -0.7 -0.3
0.1 -0.1 0.0
-0.3 0.0 -0.7
0.4 -1.4 0.0
0.3 0.4 0.6
0.5 0.6 1.2
-1.0 -0.2 0.2
-0.4 0.1 -0.3
-1.8 -0.5 1.4
1.0 1.8 -0.5
0.9 1.6 0.6
-0.2 -3.9 -0.3
-0.9 1.1 0.2
-1.1 -0.3 -0.1
1.3 -0.5 -0.7
0.0 0.5 -0.8
0.8 0.3 0.1
0.6 -0.1 0.7
0.4 0.5 0.0
-0.3 0.4 1.9
0.8 -0.3 1.2
0.1 0.3 0.6
0.7 0.9 -0.1
-0.3 1.2 -0.2
-0.1 -0.6 -0.3
-0.3 -0.5 0.5
0.3 -0.1 0.0
-0.3 0.1 -0.4
-0.4 -0.3 -0.9
-0.3 -0.9 -0.8
-0.2 -0.2 -0.6
0.0 -0.9 -0.9

As for the total charge: 0. The value obtained for the energy is -77745.8108 eV. The spin multiplicity is 1. The calculation puts the energy relative to the best compared isomer or geometry (same formula, charge and spin) at 0.637 eV.